1.
ORCA calculation (ωB97M-V/def2-TZVPD) on a molecular structure, C35H43FeN3P2S3 at a distorted geometry.

## Properties
F_max: 1.11 eV Å⁻¹
Orbital gap (spin up / spin down): 0.141 / 0.161 Ha
Relative energy (zero: lowest compared OMol25 entry of this formula, charge and spin): 19.4 kcal per mole

Structure (ORCA input):
```
! wB97M-V def2-TZVPD RIJCOSX def2/J DEFGRID3
* xyz -2 5
Fe -1.149 1.265 -0.183
C -2.702 -0.307 -2.846
C -3.237 -0.870 -1.510
N -3.510 0.169 -0.542
C -4.835 0.741 -0.541
C -5.182 1.606 -1.759
S -4.083 3.017 -2.070
C -3.289 2.580 -3.643
C -1.914 1.897 -3.592
N -1.810 0.820 -2.629
H -2.188 -1.115 -3.384
H -3.540 0.002 -3.474
H -4.127 -1.492 -1.714
H -2.463 -1.510 -1.083
H -3.248 -0.131 0.390
H -5.612 -0.046 -0.500
H -4.930 1.347 0.364
H -5.222 0.997 -2.664
H -6.185 2.009 -1.603
H -4.004 1.980 -4.211
H -3.179 3.522 -4.185
H -1.706 1.560 -4.623
H -1.150 2.627 -3.326
H -0.849 0.485 -2.641
S 1.174 -0.306 -3.388
P 1.408 -0.839 -1.460
C 0.132 -0.447 -0.404
P 0.195 -0.868 1.248
S -1.513 -0.306 2.162
C 1.483 -0.016 2.263
C 1.755 1.304 1.911
C 2.628 2.072 2.674
C 3.238 1.533 3.794
C 2.938 0.235 4.180
C 2.048 -0.529 3.426
C 0.428 -2.667 1.674
C 1.678 -3.251 1.838
C 1.817 -4.621 2.062
C 0.697 -5.429 2.099
C -0.557 -4.865 1.905
C -0.686 -3.494 1.694
C 3.043 -0.158 -0.922
C 3.911 -0.839 -0.076
C 5.089 -0.249 0.378
C 5.401 1.045 0.001
C 4.528 1.747 -0.821
C 3.359 1.150 -1.279
C 1.733 -2.658 -1.601
C 2.957 -3.193 -1.985
C 3.107 -4.563 -2.184
C 2.019 -5.414 -2.032
C 0.784 -4.886 -1.693
C 0.646 -3.518 -1.480
H 1.238 1.736 1.062
H 2.824 3.098 2.385
H 3.932 2.128 4.378
H 3.380 -0.181 5.080
H 1.782 -1.524 3.762
H 2.566 -2.631 1.793
H 2.804 -5.050 2.194
H 0.798 -6.495 2.269
H -1.441 -5.491 1.920
H -1.661 -3.037 1.565
H 3.673 -1.849 0.235
H 5.745 -0.796 1.045
H 6.313 1.510 0.355
H 4.753 2.769 -1.102
H 2.673 1.692 -1.918
H 3.799 -2.532 -2.145
H 4.073 -4.963 -2.472
H 2.136 -6.482 -2.180
H -0.076 -5.537 -1.584
H -0.314 -3.091 -1.214
C -0.602 3.966 2.458
C -1.622 3.935 1.295
C -3.020 3.669 1.919
C -1.666 5.351 0.670
N -1.289 2.961 0.332
H -0.846 4.714 3.236
H 0.389 4.191 2.048
H -0.564 2.973 2.918
H -3.284 4.383 2.720
H -3.028 2.654 2.329
H -3.777 3.734 1.128
H -2.010 6.127 1.379
H -2.339 5.332 -0.193
H -0.663 5.616 0.316
*
```

=====

2.
ORCA calculation (ωB97M-V/def2-TZVPD) on 2 unconnected molecules or ions with the total composition HNP2 at a distorted geometry.

## Properties
F_max: 3.34 eV Å⁻¹
Orbital gap (spin up / spin down): 0.273 / 0.226 Ha

Structure (ORCA input):
```
! wB97M-V def2-TZVPD RIJCOSX def2/J DEFGRID3
* xyz 0 3
N 2.400 0.385 0.989
P 2.754 -0.630 -0.228
P 1.359 0.957 -0.346
H -0.405 0.248 -0.300
*
```

=====

3.
ORCA calculation (ωB97M-V/def2-TZVPD) on a molecular structure, C10H16AuClTi at a distorted geometry.

## Properties
F_max: 3.70 eV Å⁻¹
Orbital gap (spin up / spin down): 0.068 / 0.225 Ha
Relative energy (zero: lowest compared OMol25 entry of this formula, charge and spin): 21.4 kcal per mole

Structure (ORCA input):
```
! wB97M-V def2-TZVPD RIJCOSX def2/J DEFGRID3
* xyz -2 5
Au 0.245 0.206 -3.387
Cl -0.163 -2.398 -1.381
C 1.589 1.568 -2.597
C -1.498 -0.773 -3.956
H 1.814 2.213 -3.471
H 1.235 2.179 -1.753
H 2.463 0.966 -2.301
H -1.839 -0.221 -4.856
H -2.304 -0.794 -3.196
H -1.202 -1.802 -4.228
Ti -0.694 -0.306 -0.268
C -2.496 -0.723 0.482
C -1.111 1.580 -0.294
H -3.191 0.040 0.162
H -2.842 -1.739 0.211
H -2.389 -0.680 1.586
H -1.997 1.899 -0.865
H -0.425 2.428 -0.281
C 1.870 -0.317 3.814
C 1.752 -1.508 3.105
C 1.134 -1.534 1.816
C 0.617 -0.324 1.339
C 0.736 0.872 2.043
C 1.356 0.873 3.283
H 2.354 -0.336 4.790
H 2.147 -2.466 3.517
H 1.074 -2.446 1.229
H 0.319 1.769 1.602
H 1.447 1.774 3.856
*
```

=====

4.
ORCA calculation (ωB97M-V/def2-TZVPD) on 2 unconnected molecules or ions with the total composition C3H3Cl2N2 at a distorted geometry.

## Properties
F_max: 3.48 eV Å⁻¹
Orbital gap (spin up / spin down): 0.251 / 0.271 Ha
Relative energy (zero: lowest compared OMol25 entry of this formula, charge and spin): 112.3 kcal per mole

Structure (ORCA input):
```
! wB97M-V def2-TZVPD RIJCOSX def2/J DEFGRID3
* xyz 1 1
C -0.618 -0.503 0.880
C 0.676 -0.179 1.107
C 0.021 0.701 -0.879
N 1.087 0.554 -0.059
N -0.999 0.009 -0.411
Cl 1.858 -0.591 2.187
Cl 0.892 0.304 -4.103
H -1.277 -1.003 1.487
H 2.174 0.804 -0.131
H -2.014 -0.065 -0.783
*
```

=====

5.
ORCA calculation (ωB97M-V/def2-TZVPD) on a molecular structure, C30H55N4O2P2Sr at a distorted geometry.

## Properties
F_max: 2.88 eV Å⁻¹
Orbital gap: 0.242 Ha
Relative energy (zero: lowest compared OMol25 entry of this formula, charge and spin): 40.0 kcal per mole

Structure (ORCA input):
```
! wB97M-V def2-TZVPD RIJCOSX def2/J DEFGRID3
* xyz 1 1
C 2.339 -1.225 -1.011
C 1.256 0.579 -1.999
C 3.175 -1.356 -2.122
C 2.058 0.488 -3.140
C 3.049 -0.493 -3.207
H 3.905 -2.163 -2.111
H 1.888 1.184 -3.960
H 3.693 -0.584 -4.085
N 1.440 -0.224 -0.923
P 0.701 -2.568 0.905
P -0.020 2.399 -0.187
C 2.368 -2.238 0.159
H 2.794 -3.206 -0.149
H 2.993 -1.811 0.962
C 0.049 1.506 -1.896
H 0.086 2.290 -2.660
C -1.704 3.348 -0.078
C 1.478 3.509 0.043
C -0.352 -3.616 -0.310
C 0.908 -3.324 2.629
C -2.755 2.456 0.654
H -2.651 2.503 1.753
H -3.763 2.838 0.421
H -2.758 1.397 0.332
C -1.550 4.633 0.752
H -1.261 4.404 1.787
H -0.806 5.313 0.322
H -2.513 5.172 0.797
C -2.194 3.679 -1.495
H -2.873 4.549 -1.465
H -1.380 3.934 -2.184
H -2.745 2.828 -1.925
C 1.470 4.073 1.511
H 0.870 3.453 2.198
H 2.489 4.105 1.938
H 1.069 5.099 1.539
C 2.761 2.652 -0.121
H 2.648 1.676 0.367
H 2.997 2.455 -1.173
H 3.625 3.149 0.356
C 1.434 4.610 -1.035
H 0.667 4.458 -1.806
H 1.270 5.609 -0.603
H 2.395 4.620 -1.576
C -0.494 -3.464 3.284
H -0.400 -3.984 4.252
H -0.958 -2.486 3.504
H -1.210 -4.025 2.665
C 1.777 -2.393 3.506
H 2.694 -2.068 2.999
H 1.216 -1.509 3.817
H 2.077 -2.936 4.421
C 1.642 -4.654 2.488
H 2.382 -4.617 1.676
H 2.204 -4.851 3.415
H 0.941 -5.482 2.314
C 0.042 -3.209 -1.739
H 1.074 -3.494 -1.982
H -0.633 -3.701 -2.455
H -0.065 -2.124 -1.884
C -1.871 -3.288 -0.078
H -2.285 -2.697 -0.914
H -2.444 -4.226 -0.007
H -2.091 -2.705 0.841
C -0.068 -5.108 -0.109
H 1.010 -5.320 -0.125
H -0.497 -5.477 0.833
H -0.531 -5.673 -0.936
Sr -0.667 -0.134 0.848
C 2.005 0.506 2.089
O 2.667 0.957 2.916
N -1.811 -0.149 -1.126
C -1.273 0.575 -2.006
C -2.085 0.435 -3.353
C -1.662 1.448 -4.382
C -1.814 -0.973 -3.885
C -3.581 0.581 -2.981
H -1.802 2.465 -3.992
H -0.608 1.300 -4.653
H -2.287 1.328 -5.283
H -2.143 -1.695 -3.130
H -2.360 -1.168 -4.820
H -0.737 -1.127 -4.044
H -4.132 1.277 -3.629
H -4.040 -0.414 -2.979
H -3.711 0.937 -1.952
N 0.790 0.579 5.160
C -0.216 0.213 4.341
N -1.284 -0.425 4.856
O -0.078 0.388 3.091
H 0.726 0.550 6.181
H 1.615 0.931 4.674
H -2.053 -0.622 4.233
H -1.517 -0.427 5.837
*
```

=====

6.
ORCA calculation (ωB97M-V/def2-TZVPD) on a gas-phase ion, C4H9N2S (charge +1) at a distorted geometry.

## Properties
F_max: 3.79 eV Å⁻¹
Orbital gap (spin up / spin down): 0.275 / 0.275 Ha
Relative energy (zero: lowest compared OMol25 entry of this formula, charge and spin): 51.5 kcal per mole

Structure (ORCA input):
```
! wB97M-V def2-TZVPD RIJCOSX def2/J DEFGRID3
* xyz 1 1
C 0.710 -1.316 -0.264
C -0.582 -1.758 -0.231
C -1.869 0.725 -0.429
C 2.517 0.042 0.382
N -2.669 1.740 -0.016
N 1.135 -0.123 0.109
S -1.997 -0.832 0.307
H 1.620 -1.900 -0.607
H -0.971 -2.772 -0.530
H -1.062 0.953 -1.107
H 3.106 0.022 -0.538
H 2.574 1.056 0.778
H 2.981 -0.520 1.303
H -2.657 2.615 -0.556
H -3.382 1.698 0.655
H 0.547 0.369 0.745
*
```

=====

7.
ORCA calculation (ωB97M-V/def2-TZVPD) on 2 unconnected molecules or ions with the total composition C3H11N2O.

## Properties
F_max: 0.91 eV Å⁻¹
Orbital gap: 0.280 Ha
Relative energy (zero: lowest compared OMol25 entry of this formula, charge and spin): 0.0 kcal per mole

Structure (ORCA input):
```
! wB97M-V def2-TZVPD RIJCOSX def2/J DEFGRID3
* xyz -1 1
N 0.321 -2.052 0.517
C 1.388 -1.214 1.056
N 0.982 -0.220 2.036
H -0.086 -2.632 1.242
H -0.411 -1.390 0.238
H 2.176 -1.859 1.452
H 1.781 -0.669 0.197
H 0.241 0.322 1.577
H 0.616 -0.696 2.851
C -1.062 1.492 -0.672
O -0.873 0.467 0.182
C -0.693 1.146 -2.136
H -0.456 2.397 -0.401
H -2.122 1.845 -0.689
H -0.447 2.004 -2.769
H -1.520 0.588 -2.586
H 0.165 0.469 -2.094
*
```

=====

8.
ORCA calculation (ωB97M-V/def2-TZVPD) on CH4N2O in the gas phase at a distorted geometry.

## Properties
F_max: 3.45 eV Å⁻¹
Structure (SMILES): [H]/N=N/CO
Orbital gap: 0.351 Ha
Relative energy (zero: lowest compared OMol25 entry of this formula, charge and spin): 105.2 kcal per mole

Structure (ORCA input):
```
! wB97M-V def2-TZVPD RIJCOSX def2/J DEFGRID3
* xyz 0 1
H 2.494 -0.362 -1.359
N 1.602 0.000 -0.794
N 0.941 -0.798 -0.152
C -0.592 -0.228 0.349
O -1.255 0.952 1.019
H -0.887 -0.992 1.080
H -1.229 -0.255 -0.526
H -1.074 1.683 0.384
*
```

=====

9.
ORCA calculation (ωB97M-V/def2-TZVPD) on a molecular structure, C33H49N3O8P2SZn at a distorted geometry.

## Properties
F_max: 3.63 eV Å⁻¹
Orbital gap: 0.291 Ha

Structure (ORCA input):
```
! wB97M-V def2-TZVPD RIJCOSX def2/J DEFGRID3
* xyz 0 1
Zn -0.647 -0.815 -0.580
C 3.119 -1.753 -3.191
C 2.989 -1.333 -1.749
C 4.081 -0.399 -1.300
O 2.984 -2.449 -0.837
P 1.680 -2.962 -0.170
O 0.420 -2.644 -0.882
C 1.575 -2.452 1.541
P -0.104 -2.205 2.234
O -0.936 -1.407 1.330
O 0.014 -1.707 3.717
C 0.752 -0.394 3.955
C -0.110 0.791 3.814
C 1.225 -0.556 5.399
O -0.720 -3.647 2.591
C -1.139 -4.599 1.475
C -1.147 -5.950 2.122
C -2.447 -4.159 0.874
O 1.879 -4.563 -0.051
C 3.131 -5.128 0.297
C 2.853 -6.091 1.456
C 3.791 -5.675 -0.978
H 3.190 -0.924 -3.833
H 2.242 -2.327 -3.492
H 4.039 -2.417 -3.358
H 2.062 -0.890 -1.589
H 5.086 -0.792 -1.363
H 3.806 -0.094 -0.265
H 4.096 0.487 -1.937
H 2.165 -1.508 1.669
H 2.008 -3.094 2.282
H 1.540 -0.370 3.200
H -1.047 0.604 4.177
H -0.179 1.176 2.758
H 0.351 1.518 4.443
H 0.345 -0.827 6.027
H 1.811 0.289 5.594
H 1.766 -1.468 5.340
H -0.351 -4.508 0.736
H -2.028 -6.113 2.760
H -0.190 -6.086 2.541
H -1.205 -6.698 1.326
H -3.233 -4.166 1.603
H -2.762 -4.846 0.128
H -2.431 -3.145 0.441
H 3.657 -4.347 0.749
H 2.534 -7.072 1.097
H 2.039 -5.614 2.033
H 3.772 -6.154 2.124
H 3.178 -6.395 -1.457
H 4.759 -6.253 -0.722
H 3.928 -4.807 -1.664
C -2.057 6.363 -4.593
C -2.290 5.531 -3.348
C -3.484 5.479 -2.680
C -3.614 4.675 -1.568
C -2.568 3.879 -1.222
C -1.355 3.863 -1.903
N -0.251 3.008 -1.492
C 0.827 3.534 -0.782
C 1.041 4.889 -0.640
C 2.160 5.373 0.123
C 2.994 4.463 0.724
C 2.764 3.102 0.556
C 1.716 2.603 -0.158
C 1.380 1.157 -0.082
O 0.702 0.641 -1.043
O 1.778 0.556 0.933
C -1.221 4.655 -2.989
C -0.011 4.542 -3.860
H -2.973 6.814 -4.999
H -1.528 5.922 -5.403
H -1.431 7.201 -4.300
H -4.357 6.160 -3.028
H -4.476 4.729 -0.853
H -2.664 3.317 -0.317
H -0.418 2.014 -1.424
H 0.344 5.633 -0.964
H 2.425 6.404 0.166
H 3.837 4.807 1.273
H 3.304 2.424 1.218
H 0.471 5.456 -3.970
H -0.403 4.229 -4.863
H 0.602 3.836 -3.468
C -6.603 0.856 0.121
C -5.094 0.831 0.061
C -4.279 1.445 1.039
C -2.911 1.181 0.990
N -2.398 0.445 -0.003
C -3.230 -0.129 -0.880
S -2.502 -1.235 -2.003
N -4.547 0.022 -0.820
H -6.946 1.881 -0.106
H -6.933 0.642 1.159
H -7.151 0.121 -0.546
H -4.672 2.040 1.810
H -2.170 1.580 1.724
*
```

=====

10.
ORCA calculation (ωB97M-V/def2-TZVPD) on a molecular structure, C12H34B4BrN2O7P at a distorted geometry.

## Properties
F_max: 1.80 eV Å⁻¹
Orbital gap: 0.286 Ha
Relative energy (zero: lowest compared OMol25 entry of this formula, charge and spin): 10.3 kcal per mole

Structure (ORCA input):
```
! wB97M-V def2-TZVPD RIJCOSX def2/J DEFGRID3
* xyz 0 1
O 0.403 -1.020 -0.383
B -0.736 -0.528 0.240
O -0.802 0.799 0.540
B -2.034 -1.592 0.567
O -2.039 -2.957 0.294
B -3.117 -3.211 -0.490
Br -2.967 -4.107 -2.192
O -4.352 -2.721 -0.131
B -4.177 -1.375 0.093
P -5.086 -0.022 -0.968
O -5.343 1.149 0.124
O -3.740 0.534 -1.760
O -3.224 -1.045 1.039
H 0.139 -1.237 -1.298
H -0.742 1.321 -0.281
H -4.836 1.003 0.940
H -3.882 0.371 -2.711
C -0.860 -1.135 3.896
C -0.523 -0.261 5.093
N 0.832 -0.449 5.572
C 1.076 0.181 6.856
C 0.996 1.711 6.942
C 1.875 -0.284 4.574
C 1.965 1.059 3.837
H -0.691 -2.189 4.117
H -1.912 -1.007 3.635
H -0.270 -0.864 3.018
H -1.204 -0.524 5.907
H -0.739 0.788 4.833
H 2.056 -0.143 7.217
H 0.356 -0.238 7.566
H 1.867 2.191 6.500
H 0.961 2.017 7.990
H 0.103 2.105 6.458
H 1.753 -1.073 3.829
H 2.835 -0.502 5.049
H 0.985 1.430 3.534
H 2.562 0.942 2.930
H 2.448 1.826 4.440
C -0.851 1.535 -4.798
C 0.500 1.213 -4.178
N 0.953 -0.137 -4.456
C 2.098 -0.530 -3.653
C 3.425 0.213 -3.852
C 1.005 -0.505 -5.860
C 1.885 0.336 -6.794
H -1.607 0.816 -4.479
H -1.173 2.528 -4.483
H -0.814 1.538 -5.887
H 0.408 1.313 -3.092
H 1.226 1.977 -4.497
H 2.271 -1.600 -3.796
H 1.807 -0.423 -2.604
H 3.927 -0.089 -4.770
H 4.100 -0.020 -3.027
H 3.293 1.295 -3.871
H -0.016 -0.489 -6.249
H 1.306 -1.553 -5.924
H 1.780 1.405 -6.607
H 1.598 0.157 -7.831
H 2.939 0.078 -6.706
*
```